DFT (wB97M-V/def2-TZVPD) results for a structure of composition C3H2NO3.

## Properties
* HOMO: -0.642 Ha
* LUMO: -7.1 eV
* E: -10765.814 eV
* net charge: +1
* HOMO-LUMO gap: 10.405 eV
* energy above the lowest of the compared OMol25 structures with the same formula, charge and spin: 24.94 kcal per mole

Positions of all 9 atoms, in Å:
C 0.2185 2.0735 -1.5041
C 2.0357 1.6315 -0.7399
C -0.1041 0.0893 -0.0609
N 0.6178 0.9464 -0.6366
O -0.7257 2.3208 -2.1054
O 3.0090 1.4285 -0.1572
O 1.4885 2.5488 -1.5265
H 0.1735 -0.6402 0.6737
H -1.1444 -0.1581 -0.1485

DFT (wB97M-V/def2-TZVPD) results for the ion C3H2NO3 with charge +1.

## Properties
* HOMO (alpha / beta): -0.617 / -0.617 Ha
* LUMO (alpha / beta): -8.5 / -8.5 eV
* E: -10762.360 eV
* net charge: +1
* HOMO-LUMO gap (alpha / beta): 8.255 / 8.253 eV
* energy above the lowest of the compared OMol25 structures with the same formula, charge and spin: 104.58 kcal per mole
* SMILES string: O=C1C=CO[N+]1=O

Positions of all 9 atoms, in Å:
O 2.4381 2.0469 0.0187
C 1.8681 1.0561 -0.0819
C 0.4646 0.6535 -0.0192
C 0.3558 -0.6909 0.0512
O 1.5584 -1.3467 -0.0905
N 2.5484 -0.4821 0.0649
O 3.7885 -0.7092 0.0083
H -0.2898 1.5016 0.1217
H -0.4156 -1.4234 0.2041

DFT (wB97M-V/def2-TZVPD) results for the ion C3H2NO4 with charge -1.

## Properties
* HOMO (alpha / beta): -0.138 / -0.105 Ha
* LUMO (alpha / beta): 4.1 / 4.1 eV
* E: -12819.487 eV
* net charge: -1
* HOMO-LUMO gap (alpha / beta): 7.833 / 7.004 eV
* energy above the lowest of the compared OMol25 structures with the same formula, charge and spin: 133.41 kcal per mole

Positions of all 10 atoms, in Å:
C -0.4061 0.0860 0.4340
C -0.4370 -0.5603 -0.8900
C 0.6118 1.4720 0.2493
N -0.0432 -2.2593 0.5523
O 1.5775 1.5430 0.9618
O 0.1611 2.0584 -0.7319
O -0.0598 -1.0845 1.3358
O -0.1248 -1.8294 -0.7285
H -1.2651 0.6193 0.6593
H -0.0145 -0.0452 -1.8421

DFT (wB97M-V/def2-TZVPD) results for the ion C3H2NO4 with charge -1.

## Properties
* HOMO: -0.072 Ha
* LUMO: 3.8 eV
* E: -12821.042 eV
* net charge: -1
* HOMO-LUMO gap: 5.799 eV
* energy above the lowest of the compared OMol25 structures with the same formula, charge and spin: 97.56 kcal per mole

Positions of all 10 atoms, in Å:
C 1.7953 0.7170 0.0258
C -2.1796 -0.1152 -0.3535
C 0.0725 -0.6305 0.0264
N 1.1342 -1.4232 0.0696
O 0.4603 0.7296 -0.0128
O 2.4985 1.6904 0.0281
O 2.2364 -0.5374 0.0745
O -1.1273 -1.0018 0.0150
H -3.0102 -0.3568 0.3270
H -1.8801 0.9280 -0.2000

DFT (wB97M-V/def2-TZVPD) results for a structure of composition C3H2NO6S.

## Properties
* HOMO (alpha / beta): -0.198 / -0.199 Ha
* LUMO (alpha / beta): 3.2 / 3.2 eV
* E: -27752.537 eV
* net charge: -1
* HOMO-LUMO gap (alpha / beta): 8.572 / 8.573 eV
* energy above the lowest of the compared OMol25 structures with the same formula, charge and spin: 59.42 kcal per mole

Positions of all 13 atoms, in Å:
C 0.0186 2.1581 -3.1365
C 0.2540 0.1569 -0.1040
C -0.0546 1.0990 -0.9802
N -1.1042 2.0916 -0.5878
O -1.0930 2.6289 -2.9023
O 0.7871 2.3762 -4.1018
O -2.0322 1.6439 0.0642
O 2.9525 0.6924 -3.1396
O 0.5021 1.3083 -2.1817
O 1.2827 -0.3619 -4.6021
S 2.2095 0.7685 -4.4074
H -0.2488 0.1167 0.7840
H 1.1342 -0.4717 -0.1936

DFT (wB97M-V/def2-TZVPD) results for the ion C3H2NOS with charge -1.

## Properties
* HOMO (alpha / beta): -0.121 / -0.114 Ha
* LUMO (alpha / beta): 3.3 / 3.5 eV
* E: -17512.285 eV
* net charge: -1
* HOMO-LUMO gap (alpha / beta): 6.562 / 6.551 eV
* energy above the lowest of the compared OMol25 structures with the same formula, charge and spin: 100.51 kcal per mole
* SMILES string: O=NC=C=C[S-]

Positions of all 8 atoms, in Å:
O 1.7158 0.7733 -0.1308
N 1.2816 0.4207 1.0346
C 0.2071 -0.2754 1.2594
C -0.6646 -0.3705 0.2699
C -0.8193 0.0139 -0.9928
S -1.5879 -0.7550 -2.2911
H 0.2365 -0.7406 2.2231
H -0.3692 0.9336 -1.3723

DFT (wB97M-V/def2-TZVPD) results for a cluster of 2 separate species, C3H2NOS2 in total.

## Properties
* HOMO: -0.146 Ha
* LUMO: 2.9 eV
* E: -28352.016 eV
* net charge: -1
* HOMO-LUMO gap: 6.867 eV
* energy above the lowest of the compared OMol25 structures with the same formula, charge and spin: 42.20 kcal per mole

Positions of all 9 atoms, in Å:
C 0.9178 0.1598 -0.4727
C -2.8567 0.0016 0.3210
C 1.8392 -0.1317 0.5681
N -3.5062 0.7088 0.9982
O 2.1929 -0.0248 1.6988
S -2.1252 -1.0229 -0.7302
S 2.5567 -0.5705 -1.0226
H 0.9417 1.2373 -0.8256
H 0.0398 -0.3576 -0.5350

DFT (wB97M-V/def2-TZVPD) results for a structure of composition C3H2NaO.

## Properties
* HOMO (alpha / beta): -0.320 / -0.318 Ha
* 2S+1: 2
* LUMO (alpha / beta): -0.7 / -1.5 eV
* E: -9599.075 eV
* <S²>: 0.81
* HOMO-LUMO gap (alpha / beta): 8.006 / 7.112 eV

Positions of all 7 atoms, in Å:
C -1.3331 1.3349 -0.1564
C -1.6222 0.0060 -0.0974
C -1.5621 -1.2517 0.0792
H -1.2256 1.9128 0.7672
H -0.5267 2.1442 -0.8369
O 0.6840 1.1962 -0.5462
Na 1.0982 -0.9657 -0.1523

DFT (wB97M-V/def2-TZVPD) results for a structure of composition C3H2NiO3.

## Properties
* HOMO (alpha / beta): -0.525 / -0.518 Ha
* 2S+1: 4
* LUMO (alpha / beta): -4.9 / -7.5 eV
* E: -50314.176 eV
* <S²>: 3.77
* net charge: +1
* HOMO-LUMO gap (alpha / beta): 9.353 / 6.546 eV
* energy above the lowest of the compared OMol25 structures with the same formula, charge and spin: 94.60 kcal per mole

Positions of all 9 atoms, in Å:
O 0.0938 -0.5993 0.5973
C -1.1358 0.1508 0.5136
C -1.7489 0.0087 -0.6999
O -1.2868 -0.5047 -1.7464
Ni 0.4081 -1.3512 -1.2400
H -1.5706 0.4738 1.4538
C 0.8695 0.4795 0.9362
O 1.7531 0.5327 -0.0708
H 2.6177 0.8097 0.2562

DFT (wB97M-V/def2-TZVPD) results for the molecule C3H2O.

## Properties
* HOMO: -0.391 Ha
* LUMO: -0.1 eV
* E: -5187.508 eV
* HOMO-LUMO gap: 10.515 eV
* energy above the lowest of the compared OMol25 structures with the same formula, charge and spin: 15.75 kcal per mole
* SMILES string: C#CC=O

Positions of all 6 atoms, in Å:
C 1.4710 -0.3452 -0.0431
C 0.2434 -0.2409 -0.1147
C -1.0992 0.1591 0.0008
O -2.0560 -0.5403 -0.0133
H 2.6427 -0.2302 0.2325
H -1.2018 1.1974 -0.0622

DFT (wB97M-V/def2-TZVPD) results for a cluster of 2 separate species, C3H2O2 in total.

## Properties
* HOMO: -0.351 Ha
* LUMO: 0.0 eV
* E: -7236.290 eV
* HOMO-LUMO gap: 9.552 eV
* energy above the lowest of the compared OMol25 structures with the same formula, charge and spin: 14.13 kcal per mole

Positions of all 7 atoms, in Å:
C 0.0796 -0.4772 0.0843
C -2.2974 0.8154 0.4859
C -1.1006 -1.0436 -0.0029
O -2.0324 -1.7856 -0.1334
O -3.0891 1.1787 -0.2423
H 0.8244 -0.8968 -0.5548
H 0.0696 0.5863 0.4124

DFT (wB97M-V/def2-TZVPD) results for a cluster of 2 separate species, C3H2O2 in total.

## Properties
* HOMO: -0.384 Ha
* LUMO: 0.4 eV
* E: -7230.265 eV
* HOMO-LUMO gap: 10.868 eV
* energy above the lowest of the compared OMol25 structures with the same formula, charge and spin: 153.07 kcal per mole

Positions of all 7 atoms, in Å:
C 0.5818 0.6932 -1.0951
C -0.3477 1.4418 -1.2547
C 0.3143 -1.1618 1.1091
O -0.9025 -1.4997 1.4978
O 0.2718 -1.6212 2.3437
H 1.4028 0.1663 -1.3849
H -1.3205 1.9813 -1.2158